i:
27
Properties=species:S:1:pos:R:3:nbo_charge:R:1 method="wB97M-V/def2-TZVPD" mol_weight_g_mol=165.24 charge=0 smiles="Cc1ccccc1.CCC(N)=O" homo_lumo_gap_ev=9.651
C -0.99011 -1.26821 3.34049 -0.65
C -0.76586 -1.59150 1.86704 -0.01
C -0.89924 -0.58091 0.96688 -0.23
C -0.47994 -0.80260 -0.36273 -0.20
C -0.13808 -2.09254 -0.71925 -0.22
C -0.36682 -3.19520 0.15131 -0.21
C -0.48430 -2.93619 1.47887 -0.22
H -2.01887 -1.22977 3.70082 0.23
H -0.22636 -0.49014 3.52532 0.23
H -0.50284 -2.03737 3.97198 0.21
H -1.29531 0.42343 1.18460 0.20
H -0.40182 -0.03652 -1.10914 0.22
H -0.06570 -2.27488 -1.79212 0.21
H -0.26271 -4.10103 -0.46228 0.22
H -0.53127 -3.68092 2.25943 0.21
C -1.15736 2.53297 -2.01654 -0.62
C -0.02537 2.68354 -0.98187 -0.52
C 1.27326 2.00588 -1.19699 0.67
N 2.30416 2.29215 -0.32701 -0.83
O 1.56744 1.26724 -2.12212 -0.61
H -1.75286 1.65682 -1.93293 0.22
H -0.95458 2.88879 -3.05129 0.23
H -1.94613 3.38715 -1.95442 0.21
H 0.17271 3.72529 -0.79852 0.23
H -0.45491 2.31622 -0.05527 0.23
H 3.29623 2.16069 -0.41397 0.41
H 2.13148 2.91538 0.44734 0.37

***

ii:
27
Properties=species:S:1:pos:R:3:nbo_charge:R:1 method="wB97M-V/def2-TZVPD" mol_weight_g_mol=165.24 charge=0 smiles="Cc1ccccc1.CCC(N)=O" homo_lumo_gap_ev=9.413
C -2.32383 2.96898 1.18201 -0.63
C -1.74520 1.86491 0.30837 -0.02
C -2.04635 0.42359 0.41266 -0.21
C -1.56688 -0.39251 -0.61293 -0.25
C -0.81882 0.04941 -1.63503 -0.20
C -0.42806 1.46969 -1.81685 -0.20
C -0.92590 2.19201 -0.74223 -0.21
H -3.38073 2.60280 1.19443 0.23
H -2.24831 3.90509 0.66123 0.22
H -1.85368 3.18498 2.10281 0.22
H -2.41377 0.04420 1.33918 0.21
H -1.70388 -1.51344 -0.42761 0.21
H -0.54477 -0.64958 -2.50010 0.23
H -0.10550 1.80758 -2.70563 0.21
H -0.57002 3.27200 -0.75766 0.19
C 2.13672 -1.04495 1.47161 -0.62
C 2.65756 -1.35708 0.02231 -0.51
C 1.63489 -2.07282 -0.74918 0.68
N 0.92480 -3.06548 -0.05156 -0.85
O 1.52663 -1.78768 -1.93078 -0.61
H 2.02531 -2.05482 1.96765 0.18
H 1.16246 -0.52193 1.50732 0.23
H 2.66283 -0.32278 2.04691 0.23
H 2.91388 -0.35001 -0.53592 0.24
H 3.60964 -1.90049 -0.04391 0.24
H 0.28487 -3.68007 -0.58326 0.42
H 1.13612 -3.07159 0.87618 0.39

***

iii:
27
Properties=species:S:1:pos:R:3:nbo_charge:R:1 method="wB97M-V/def2-TZVPD" mol_weight_g_mol=165.24 charge=0 smiles="Cc1ccccc1.CCC(N)=O" homo_lumo_gap_ev=9.855
C -1.73269 -0.82482 -3.54010 -0.63
C -1.30189 0.26145 -2.60635 -0.02
C -0.87687 0.07462 -1.30286 -0.20
C -0.60541 1.17095 -0.48494 -0.21
C -0.64274 2.46688 -0.97439 -0.23
C -0.97984 2.66690 -2.32524 -0.21
C -1.31664 1.57600 -3.09468 -0.21
H -1.84331 -1.81365 -3.10189 0.22
H -1.01997 -0.94176 -4.35958 0.22
H -2.68986 -0.59211 -4.00299 0.22
H -0.89988 -0.92879 -0.88031 0.21
H -0.61477 1.04249 0.59247 0.20
H -0.17119 3.23998 -0.38431 0.21
H -0.96286 3.70541 -2.64387 0.22
H -1.51365 1.78942 -4.14407 0.21
C -0.11220 -2.31110 3.29116 -0.60
C 0.93510 -1.21812 3.55994 -0.50
C 1.88145 -1.03030 2.40268 0.67
N 1.81480 0.16497 1.75523 -0.82
O 2.58442 -1.94502 1.99646 -0.62
H 0.21873 -2.88523 2.42962 0.23
H -1.04041 -1.84482 2.95977 0.20
H -0.28900 -2.92580 4.17046 0.22
H 0.44824 -0.27952 3.82122 0.19
H 1.53772 -1.39449 4.44545 0.23
H 2.42173 0.47199 1.00196 0.41
H 1.14860 0.86377 2.03756 0.38

***

Least stable: ii

***

i:
18
Properties=species:S:1:pos:R:3:nbo_charge:R:1 method="wB97M-V/def2-TZVPD" mol_weight_g_mol=117.10 charge=0 smiles="NC=O.O.O.O.O" homo_lumo_gap_ev=10.365
N -1.71431 -1.45842 -0.73357 -0.86
C -1.90740 -2.48398 0.18844 0.53
O -1.06448 -2.87024 0.93815 -0.55
H -2.53656 -1.34575 -1.32186 0.36
H -0.89845 -1.64161 -1.29492 0.42
H -2.73534 -3.13753 0.00928 0.10
O 1.47418 -2.54503 -1.46408 -0.96
H 2.09940 -2.12138 -0.87250 0.48
H 1.59348 -3.46990 -1.47706 0.48
O 4.51057 4.08984 2.54169 -0.92
H 3.66238 4.42852 2.32231 0.46
H 4.42402 3.89071 3.40349 0.46
O -1.81331 1.72486 -2.20902 -0.95
H -1.84350 0.78567 -1.91509 0.47
H -2.28250 2.24780 -1.57240 0.47
O -0.33707 2.10365 0.79665 -0.91
H -0.61188 2.78503 1.40510 0.45
H 0.41440 2.66653 0.49082 0.46

***

ii:
18
Properties=species:S:1:pos:R:3:nbo_charge:R:1 method="wB97M-V/def2-TZVPD" mol_weight_g_mol=117.10 charge=0 smiles="NC=O.O.O.O.O" homo_lumo_gap_ev=10.667
N 0.40848 -0.27806 1.86163 -0.81
C -0.48750 -1.27024 1.70748 0.53
O -0.36002 -2.19351 0.91439 -0.67
H 0.11504 0.56986 2.33535 0.43
H 1.18413 -0.26338 1.20830 0.41
H -1.36925 -1.13714 2.35334 0.12
O -0.14416 2.20925 1.98002 -0.98
H 0.19189 3.08225 2.19689 0.48
H -0.14124 2.17371 1.00227 0.51
O -0.34142 1.54163 -0.78734 -1.00
H -1.28141 1.33953 -0.82077 0.47
H 0.11271 0.68276 -0.93311 0.51
O -0.06868 -0.05182 -3.59212 -0.96
H -0.10632 0.84713 -3.23516 0.49
H 0.25477 0.07928 -4.48861 0.48
O 0.92895 -0.85744 -1.03655 -1.01
H 0.41335 -1.47364 -0.48110 0.51
H 0.77786 -0.99465 -1.98246 0.51

***

iii:
18
Properties=species:S:1:pos:R:3:nbo_charge:R:1 method="wB97M-V/def2-TZVPD" mol_weight_g_mol=117.10 charge=0 smiles="NC=O.O.O.O.O" homo_lumo_gap_ev=10.264
N -2.32302 1.71196 0.33336 -0.83
C -2.69398 1.09177 -0.82346 0.53
O -1.92634 0.31057 -1.46288 -0.67
H -2.68599 2.70952 0.44927 0.39
H -1.47351 1.48166 0.88531 0.44
H -3.58158 1.55819 -1.20606 0.12
O 1.58549 1.14627 -1.36311 -0.93
H 2.26645 0.29257 -1.29616 0.46
H 0.79023 0.73434 -0.95314 0.47
O -0.21563 0.36971 1.38583 -0.99
H 0.19372 -0.30133 0.73783 0.51
H 0.47260 0.29670 2.23452 0.49
O 3.99179 -2.06652 1.89197 -0.95
H 3.17832 -2.34994 1.44415 0.47
H 4.57589 -1.64016 1.25655 0.47
O 0.22510 -1.90349 -0.44567 -0.98
H -0.44850 -1.43098 -0.92248 0.51
H -0.14579 -2.73724 -0.07161 0.49

***

Least stable: i

***

i:
24
Properties=species:S:1:pos:R:3:nbo_charge:R:1 method="wB97M-V/def2-TZVPD" mol_weight_g_mol=146.19 charge=0 smiles="CNC(C)=O.CNC(C)=O" homo_lumo_gap_ev=10.126
C 0.40389 2.82597 0.49219 -0.42
N 0.94085 1.55333 0.94286 -0.65
C 0.44461 1.08886 2.13683 0.67
C 0.91370 -0.28696 2.56480 -0.72
O -0.35939 1.72800 2.78469 -0.61
H -0.60146 2.71880 0.13175 0.21
H 0.61961 3.62383 1.19855 0.21
H 0.99033 3.18043 -0.36268 0.20
H 1.82740 1.19652 0.63404 0.40
H 1.99144 -0.38208 2.48642 0.22
H 0.56502 -0.45141 3.55880 0.25
H 0.30450 -1.00132 2.00829 0.23
C -2.24342 -0.27907 -1.70132 -0.44
N -1.12257 -0.96617 -1.10752 -0.61
C -0.44429 -1.90538 -1.81032 0.67
C 0.92863 -2.25417 -1.30464 -0.71
O -0.87813 -2.42775 -2.82139 -0.63
H -2.91186 0.12565 -0.95802 0.21
H -1.93364 0.41608 -2.49632 0.19
H -2.74905 -0.97788 -2.36974 0.24
H -0.55893 -0.50553 -0.41122 0.39
H 1.04376 -3.31624 -1.51183 0.25
H 1.74659 -1.74768 -1.82126 0.23
H 1.08243 -1.95581 -0.26295 0.20

***

ii:
24
Properties=species:S:1:pos:R:3:nbo_charge:R:1 method="wB97M-V/def2-TZVPD" mol_weight_g_mol=146.19 charge=0 smiles="CNC(C)=O.CNC(C)=O" homo_lumo_gap_ev=9.854
C 2.23625 -0.46720 -0.46159 -0.42
N 2.17719 0.96681 -0.77157 -0.61
C 1.15410 1.74317 -0.37248 0.68
C 1.24451 3.18734 -0.79742 -0.71
O 0.23767 1.34649 0.31128 -0.66
H 2.22598 -0.53967 0.62827 0.21
H 1.33059 -0.94948 -0.81310 0.21
H 3.22200 -0.80104 -0.76846 0.21
H 2.78276 1.29231 -1.50641 0.40
H 0.23574 3.49668 -1.08041 0.24
H 1.89886 3.43488 -1.63159 0.21
H 1.49200 3.80990 0.03599 0.24
C -1.49567 -1.47209 2.37116 -0.42
N -1.77519 -0.76952 1.13160 -0.63
C -1.49940 -1.44947 -0.02337 0.68
C -1.35063 -0.57380 -1.24904 -0.71
O -1.35799 -2.65312 -0.06901 -0.62
H -2.28877 -2.21029 2.50363 0.21
H -0.54479 -2.01623 2.39690 0.19
H -1.48154 -0.76476 3.19140 0.20
H -1.35865 0.15180 1.13223 0.41
H -1.73274 -1.07298 -2.12040 0.23
H -2.02927 0.28150 -1.20132 0.22
H -0.31989 -0.28916 -1.33705 0.22

***

Least stable: i